1.
DFT (ωB97M-V with the def2-TZVPD basis set) results for 15 unconnected molecules or ions with the total composition C2H36N2O14 in a non-equilibrium geometry.

```
! wB97M-V def2-TZVPD RIJCOSX def2/J DEFGRID3
* xyz 0 1
C 0.174 -1.866 0.527
C -0.295 -2.009 2.009
N -0.167 -0.783 2.720
N 0.265 -0.480 -0.007
H 1.189 -2.257 0.715
H -0.432 -2.422 -0.082
H -1.261 -2.537 2.113
H 0.251 -2.827 2.518
H -0.857 -0.084 2.323
H -0.668 -0.908 3.576
H 1.144 -0.058 0.287
H 0.324 -0.421 -0.997
H 3.267 1.145 -2.506
H 4.122 -0.213 -2.513
O 3.728 0.510 -3.019
H 2.767 -0.456 0.026
H 4.026 -0.154 0.824
O 3.704 -0.695 0.187
H -3.906 -2.504 -0.108
H -3.130 -2.633 1.260
O -3.251 -2.998 0.391
H -2.316 1.936 -1.914
H -3.721 1.796 -1.133
O -3.200 2.322 -1.861
H 1.377 -0.127 3.063
H 2.670 -0.061 3.810
O 2.325 0.289 3.040
H -2.365 0.924 1.765
H -3.163 0.174 2.872
O -2.713 0.028 2.112
H 4.332 2.169 -1.006
H 3.761 2.982 0.150
O 3.481 2.456 -0.610
H 2.415 2.728 1.003
H 1.944 1.847 2.288
O 1.649 2.330 1.471
H 1.141 1.927 -0.892
H 0.450 3.293 -1.319
O 0.575 2.376 -1.574
H -2.690 -0.325 -0.896
H -3.053 -0.207 0.648
O -3.377 -0.123 -0.296
H -1.159 -0.222 -2.922
H -2.415 -1.147 -3.303
O -1.735 -0.983 -2.715
H -0.320 1.581 1.073
H -0.763 2.742 1.862
O -1.094 1.955 1.434
H -2.799 -3.114 -1.573
H -1.488 -3.028 -2.318
O -2.367 -3.559 -2.292
H 1.590 0.281 -4.016
H 0.972 1.206 -3.085
O 1.060 0.202 -3.110
*
```

Results
* gap between HOMO and LUMO: 9.243 eV
* LUMO level: -0.266 eV
* HOMO level: -9.51 eV
* calculated total energy: -1260.58019 Eh
* energy relative to the best compared isomer or geometry (same formula, charge and spin): 0.0 kJ/mol

Atomic partial charges in e from the natural (NBO) method, atoms 1 to 2:
1. C -0.235
2. C -0.214

---

2.
DFT (ωB97M-V with the def2-TZVPD basis set) results for 18 unconnected molecules or ions with the total composition C2H39O18 in a non-equilibrium geometry.

```
! wB97M-V def2-TZVPD RIJCOSX def2/J DEFGRID3
* xyz -1 1
C 0.065 -0.380 0.830
C 0.248 0.045 -0.602
O 1.248 1.081 -0.677
H 1.052 -0.600 1.219
H -0.574 -1.242 0.982
H -0.409 0.443 1.449
H -0.654 0.345 -1.057
H 0.618 -0.725 -1.228
O -3.470 -0.385 0.661
H -4.329 0.013 0.601
H -3.300 -0.637 1.528
O -2.818 2.147 1.061
H -2.872 1.197 0.958
H -3.282 2.594 0.349
O -2.152 -2.622 -0.168
H -2.418 -2.996 -1.032
H -2.650 -1.781 -0.083
O 2.620 3.142 -1.701
H 2.735 3.720 -0.976
H 2.152 2.379 -1.408
O 0.150 -3.725 1.744
H -0.316 -3.075 1.241
H -0.059 -4.526 1.333
O 2.903 -1.940 2.704
H 2.073 -1.905 3.127
H 3.220 -1.057 2.852
O 2.104 1.793 1.632
H 1.478 2.083 2.281
H 1.631 1.539 0.827
O -0.473 2.695 3.056
H -0.953 2.733 2.239
H -0.334 3.640 3.246
O -0.381 3.180 -0.378
H -1.210 3.156 0.124
H -0.081 2.238 -0.466
O 0.382 -3.094 -1.218
H -0.374 -2.764 -0.780
H 0.283 -4.048 -1.328
O -0.290 -1.453 -3.485
H 0.409 -1.742 -4.038
H -0.153 -1.862 -2.661
O -1.578 0.322 4.301
H -1.283 1.072 3.745
H -2.311 0.707 4.794
O 2.649 -2.682 0.077
H 1.748 -2.852 -0.246
H 2.576 -2.492 0.988
O 1.733 0.343 -3.269
H 1.148 -0.421 -3.358
H 1.518 0.451 -2.319
O 3.487 -0.283 -0.537
H 3.224 -1.138 -0.260
H 2.628 0.184 -0.544
O -2.948 0.837 -2.254
H -2.090 0.600 -1.970
H -2.938 0.788 -3.191
O 0.023 2.430 -3.213
H 0.139 2.910 -2.383
H 0.478 1.612 -3.101
*
```

Results
* gap between HOMO and LUMO: 7.321 eV
* LUMO level: 1.685 eV
* HOMO level: -5.64 eV
* calculated total energy: -1453.93141 Eh
* energy relative to the best compared isomer or geometry (same formula, charge and spin): 210.7 kJ/mol

Atomic partial charges in e from the natural (NBO) method, atoms 1 to 2:
1. C -0.633
2. C -0.082

---

3.
DFT (ωB97M-V with the def2-TZVPD basis set) results for a molecular structure, C2H3AgLiO2 in a non-equilibrium geometry.

```
! wB97M-V def2-TZVPD RIJCOSX def2/J DEFGRID3
* xyz 1 1
H -1.199 0.961 -0.544
O -1.761 1.207 0.532
C -1.006 0.239 0.948
C -0.319 -0.162 -0.217
O 0.928 -0.684 -0.150
Li 2.236 0.653 0.076
Ag 2.736 -1.764 -1.630
H -0.690 0.158 1.981
H -0.924 -0.608 -0.997
*
```

Results
* gap between HOMO and LUMO (spin up / spin down): 4.114 / 4.114 eV
* LUMO level (spin up / spin down): -6.556 / -6.556 eV
* HOMO level (spin up / spin down): -10.67 / -10.67 eV
* calculated total energy: -382.56319 Eh
* energy relative to the best compared isomer or geometry (same formula, charge and spin): 421.1 kJ/mol

Atomic partial charges in e from the natural (NBO) method, atoms 1 to 2:
1. H 0.424
2. O -0.606

---

4.
DFT (ωB97M-V with the def2-TZVPD basis set) results for a molecular structure, C2H3AlLiO in a non-equilibrium geometry.

```
! wB97M-V def2-TZVPD RIJCOSX def2/J DEFGRID3
* xyz 2 2
O 1.307 0.567 0.338
C 0.420 0.206 -0.556
Al 0.133 0.170 1.600
Li -0.176 -1.533 -1.029
H 0.379 0.865 -1.451
C -1.246 -0.259 0.381
H -1.717 -1.219 0.666
H -1.951 0.174 -0.340
*
```

Results
* gap between HOMO and LUMO (spin up / spin down): 6.219 / 8.811 eV
* LUMO level (spin up / spin down): -12.647 / -12.584 eV
* HOMO level (spin up / spin down): -18.87 / -21.40 eV
* calculated total energy: -402.38546 Eh
* energy relative to the best compared isomer or geometry (same formula, charge and spin): 16.4 kJ/mol
* expectation value of S²: 0.78

Atomic partial charges in e from the natural (NBO) method, atoms 1 to 2:
1. O -0.694
2. C -0.035